# 1
87
Properties=species:S:1:pos:R:3:lowdin_charge:R:1 method="wB97M-V/def2-TZVPD" smiles=COC[C@H](C)N.COC[C@H](C)N.OCCO.OCCO.OCCO.OCCO.OCCO.O e_homo_ev=-8.91 orbital_gap_ev=9.3 e_lumo_ev=0.42
C -1.06 4.50 1.72 -0.0969
O 0.27 4.63 2.19 -0.2319
C 0.47 5.84 2.89 -0.1988
C 1.96 5.95 3.15 -0.4367
C 2.60 4.70 3.79 -0.0616
N 2.40 7.16 3.84 0.0425
H -1.20 3.56 1.18 0.0823
H -1.34 5.30 1.03 0.0970
H -1.78 4.53 2.54 0.0978
H 0.10 6.71 2.32 0.1280
H -0.12 5.82 3.82 0.1381
H 2.37 5.86 2.13 0.1358
H 2.29 3.75 3.33 0.0527
H 2.32 4.55 4.84 0.0782
H 3.69 4.71 3.83 0.0752
H 3.17 7.59 3.35 0.0759
H 1.65 7.82 3.61 0.0669
C -1.82 -8.73 -0.67 -0.0963
O -2.53 -7.59 -1.11 -0.1957
C -1.74 -6.67 -1.79 -0.2309
C -2.57 -5.48 -2.28 -0.4263
C -1.81 -4.33 -2.94 -0.0575
N -3.43 -4.93 -1.20 0.0370
H -1.27 -8.45 0.23 0.0861
H -1.09 -9.00 -1.45 0.0829
H -2.45 -9.58 -0.42 0.0855
H -0.94 -6.25 -1.16 0.1121
H -1.26 -7.17 -2.65 0.1257
H -3.28 -5.94 -2.99 0.1317
H -2.38 -3.70 -3.61 0.0781
H -0.94 -4.69 -3.49 0.0801
H -1.47 -3.76 -2.08 0.0473
H -3.71 -5.79 -0.72 0.0594
H -2.85 -4.45 -0.52 0.0633
O 2.82 -3.64 -1.07 -0.0712
C 2.47 -4.96 -0.63 -0.2346
C 1.32 -4.84 0.34 -0.2539
O 0.16 -4.25 -0.22 -0.0779
H 3.74 -3.43 -0.87 0.0829
H 2.24 -5.58 -1.49 0.1185
H 3.32 -5.35 -0.08 0.1211
H 1.76 -4.19 1.11 0.1170
H 1.03 -5.72 0.91 0.1201
H 0.43 -3.45 -0.69 0.0532
O -2.63 0.04 3.07 -0.0752
C -3.31 0.47 1.88 -0.2268
C -4.50 1.39 2.18 -0.2420
O -4.18 2.73 1.83 -0.0665
H -3.00 -0.83 3.22 0.0775
H -2.65 0.93 1.14 0.1095
H -3.66 -0.44 1.37 0.1156
H -4.72 1.24 3.24 0.1202
H -5.34 1.04 1.57 0.1137
H -4.80 3.30 2.29 0.0852
O 4.96 0.66 1.06 -0.0564
C 4.21 0.69 -0.14 -0.2445
C 3.65 2.09 -0.40 -0.2441
O 2.77 2.12 -1.51 -0.1027
H 4.39 0.85 1.80 0.0849
H 4.86 0.33 -0.94 0.1233
H 3.32 0.05 -0.19 0.1018
H 4.50 2.70 -0.73 0.1203
H 3.19 2.57 0.47 0.1187
H 1.86 2.00 -1.15 0.0295
O -2.30 3.58 -3.37 -0.0471
C -1.38 2.54 -3.61 -0.2582
C 0.06 2.93 -3.36 -0.2336
O 0.50 3.68 -4.53 -0.0680
H -1.82 4.32 -2.98 0.0803
H -1.64 1.66 -3.01 0.1027
H -1.48 2.16 -4.63 0.1250
H 0.77 2.10 -3.26 0.0957
H 0.15 3.51 -2.43 0.1205
H 1.39 3.94 -4.23 0.0839
O 0.52 1.29 -0.21 -0.0768
C 0.36 -0.12 -0.39 -0.1950
C 0.51 -0.34 -1.89 -0.2204
O 0.39 -1.71 -2.24 -0.0570
H 0.50 1.62 0.69 0.0636
H 1.11 -0.74 0.12 0.1185
H -0.57 -0.48 0.05 0.1213
H 1.53 0.02 -2.09 0.1119
H -0.17 0.25 -2.50 0.0956
H 0.75 -1.80 -3.12 0.0988
O 0.24 1.87 2.80 -0.0565
H 0.03 2.01 3.73 0.0567
H 0.13 2.75 2.39 -0.0064

# 2
91
Properties=species:S:1:pos:R:3:lowdin_charge:R:1 method="wB97M-V/def2-TZVPD" charge=-2 e_homo_ev=-1.36 orbital_gap_ev=5.3 e_lumo_ev=3.97
B 15.84 -29.29 -28.54 -0.4824
H 16.62 -28.44 -28.63 -0.1005
H 15.76 -29.69 -29.63 -0.1004
H 16.23 -30.16 -27.89 -0.0853
H 14.87 -28.86 -28.10 -0.1078
B 18.10 -29.83 -24.64 -1.2410
F 17.72 -28.50 -24.63 0.1437
F 17.93 -30.38 -25.91 0.1310
F 19.48 -29.87 -24.29 0.0788
F 17.23 -30.59 -23.76 0.0717
C 20.56 -32.70 -26.49 -0.2293
C 19.97 -33.87 -27.32 -0.2640
O 18.60 -33.62 -27.41 -0.0369
O 19.85 -32.45 -25.28 -0.0868
H 20.69 -31.85 -27.15 0.1094
H 21.56 -32.93 -26.08 0.0987
H 20.36 -34.81 -26.90 0.0987
H 20.48 -33.82 -28.29 0.1069
H 18.35 -33.35 -26.50 0.0865
H 19.67 -31.51 -25.23 0.0469
C 19.34 -27.54 -21.14 -0.2328
C 18.87 -27.17 -19.76 -0.2513
O 18.56 -25.78 -19.60 -0.0686
O 19.66 -28.91 -21.37 -0.0740
H 20.33 -27.09 -21.33 0.1176
H 18.65 -27.13 -21.89 0.1287
H 19.67 -27.50 -19.09 0.1153
H 18.02 -27.72 -19.36 0.1216
H 19.40 -25.37 -19.38 0.0741
H 19.73 -29.03 -22.33 0.0623
C 17.55 -33.46 -22.13 -0.2570
C 18.70 -32.86 -21.30 -0.2288
O 18.37 -31.55 -20.85 -0.0783
O 17.55 -33.23 -23.52 -0.0760
H 16.59 -33.15 -21.70 0.1147
H 17.60 -34.55 -22.08 0.1026
H 19.59 -32.73 -21.92 0.1102
H 18.87 -33.55 -20.48 0.1017
H 18.62 -30.95 -21.56 0.0445
H 17.71 -32.28 -23.72 0.0523
C 22.68 -31.32 -22.80 -0.0429
C 22.88 -32.53 -21.91 -0.4020
C 22.80 -33.91 -22.54 -0.2179
O 23.09 -34.99 -21.66 -0.1834
C 22.07 -35.33 -20.77 -0.1278
N 24.30 -32.42 -21.41 0.0148
H 21.62 -31.06 -22.88 0.0678
H 23.13 -31.43 -23.79 0.0832
H 23.17 -30.47 -22.33 0.0783
H 22.31 -32.58 -20.98 0.1215
H 23.49 -34.01 -23.38 0.1242
H 21.89 -34.03 -23.14 0.1270
H 22.42 -36.13 -20.11 0.0820
H 21.08 -35.54 -21.19 0.0892
H 21.88 -34.52 -20.05 0.0791
H 24.82 -31.92 -22.13 0.0475
H 24.77 -33.31 -21.28 0.0504
C 19.37 -27.45 -27.01 -0.0718
C 19.56 -28.00 -28.42 -0.3807
C 21.09 -28.05 -28.68 -0.1943
O 21.64 -29.16 -27.94 -0.2167
C 23.03 -29.28 -28.06 -0.1326
N 18.91 -29.39 -28.49 0.0722
H 19.72 -28.11 -26.22 0.0683
H 18.34 -27.12 -26.85 0.0828
H 20.00 -26.55 -26.98 0.0642
H 19.10 -27.40 -29.21 0.1228
H 21.58 -27.11 -28.41 0.1047
H 21.24 -28.14 -29.77 0.1139
H 23.34 -29.94 -27.24 0.0802
H 23.52 -28.32 -27.87 0.0793
H 23.33 -29.71 -29.02 0.0837
H 18.68 -29.53 -27.49 0.0402
H 19.83 -29.79 -28.55 0.0220
C 14.22 -27.93 -23.27 -0.0896
C 13.45 -29.04 -24.01 -0.4059
C 12.83 -28.42 -25.27 -0.2318
O 12.32 -29.44 -26.10 -0.1788
C 11.24 -28.93 -26.90 -0.1195
N 14.48 -30.04 -24.43 0.0585
H 14.57 -28.28 -22.30 0.0712
H 13.43 -27.20 -23.03 0.0610
H 14.95 -27.37 -23.85 0.0787
H 12.80 -29.57 -23.32 0.1280
H 13.66 -27.90 -25.77 0.1275
H 12.08 -27.67 -25.02 0.1097
H 10.44 -28.38 -26.40 0.0692
H 10.89 -29.74 -27.54 0.0788
H 11.77 -28.23 -27.56 0.0863
H 14.97 -30.35 -23.59 0.0513
H 15.24 -29.47 -24.81 0.0597

# 3
87
Properties=species:S:1:pos:R:3:lowdin_charge:R:1 method="wB97M-V/def2-TZVPD" charge=-1 e_homo_ev=-3.35 orbital_gap_ev=5.3 e_lumo_ev=1.95
C 8.72 3.26 -1.80 -0.1361
C 7.74 4.41 -1.54 -0.2646
C 6.30 3.93 -1.26 -0.3154
N 5.88 2.83 -2.11 -0.0297
B 4.35 2.90 -2.50 -0.6544
C 3.39 3.07 -1.18 -0.2474
N 3.66 2.17 -0.02 -0.0324
C 3.96 1.61 -3.44 -0.2117
N 3.64 0.32 -2.77 -0.1509
C 4.75 -0.35 -2.13 -0.1685
H 9.74 3.54 -1.50 0.0527
H 8.78 3.04 -2.87 0.0583
H 8.41 2.34 -1.31 0.0651
H 8.08 4.97 -0.66 0.0889
H 7.74 5.12 -2.36 0.0959
H 6.27 3.64 -0.20 0.0992
H 5.63 4.81 -1.35 0.0949
H 6.37 2.99 -2.99 0.0689
H 4.17 3.93 -3.21 0.0824
H 2.34 2.97 -1.46 0.0640
H 3.49 4.09 -0.79 0.0605
H 3.30 1.24 -0.18 0.0114
H 4.66 2.12 0.14 0.0273
H 3.11 1.85 -4.09 0.0692
H 4.80 1.39 -4.11 0.0753
H 2.85 0.42 -2.15 0.0423
H 4.74 -1.42 -2.38 0.0497
H 5.69 0.05 -2.52 0.0651
H 4.76 -0.28 -1.04 0.0550
O -1.93 2.74 -2.68 -0.2763
P -2.35 1.47 -2.06 0.5657
N -1.05 0.73 -1.27 -0.3064
C -0.06 -0.06 -1.98 -0.1022
C -0.42 1.64 -0.30 -0.1142
N -2.90 0.51 -3.35 -0.2993
C -2.72 -0.92 -3.45 -0.1470
C -2.94 1.14 -4.67 -0.1324
N -3.61 1.11 -0.98 -0.2891
C -4.54 2.22 -0.77 -0.1282
C -3.36 0.40 0.28 -0.1420
H 0.60 -0.55 -1.26 0.0826
H 0.56 0.54 -2.66 0.0918
H -0.52 -0.86 -2.54 0.0399
H -1.17 2.05 0.38 0.0650
H 0.09 2.47 -0.79 0.0776
H 0.30 1.09 0.30 0.0826
H -1.76 -1.19 -3.90 0.0693
H -3.51 -1.34 -4.08 0.0768
H -2.81 -1.39 -2.47 0.0796
H -1.97 1.15 -5.17 0.0862
H -3.28 2.17 -4.59 0.0663
H -3.65 0.59 -5.29 0.0745
H -4.12 3.02 -0.15 0.0829
H -5.45 1.86 -0.30 0.0758
H -4.82 2.66 -1.74 0.0762
H -2.81 0.99 1.02 0.0671
H -2.83 -0.53 0.11 0.0630
H -4.33 0.14 0.71 0.0708
O -4.13 -2.00 2.39 -0.2745
P -3.28 -2.78 3.29 0.5670
N -3.57 -4.44 3.07 -0.3134
C -4.72 -5.09 3.68 -0.1137
C -3.43 -4.82 1.66 -0.1263
N -3.72 -2.30 4.86 -0.2970
C -3.78 -3.17 6.01 -0.1434
C -4.68 -1.20 4.96 -0.1249
N -1.60 -2.79 3.52 -0.2902
C -0.93 -1.67 2.84 -0.1092
C -0.81 -4.01 3.43 -0.1267
H -4.64 -6.17 3.50 0.0827
H -5.68 -4.74 3.30 0.0928
H -4.71 -4.97 4.76 0.0386
H -2.45 -4.50 1.28 0.0676
H -4.20 -4.37 1.03 0.0840
H -3.48 -5.90 1.57 0.0837
H -4.75 -3.68 6.10 0.0672
H -3.64 -2.58 6.92 0.0806
H -2.99 -3.91 5.98 0.0822
H -5.72 -1.53 4.84 0.0835
H -4.48 -0.44 4.21 0.0688
H -4.57 -0.74 5.94 0.0786
H -0.87 -1.80 1.76 0.0832
H 0.08 -1.55 3.23 0.0828
H -1.47 -0.74 3.04 0.0791
H -0.72 -4.41 2.42 0.0702
H -1.21 -4.78 4.08 0.0718
H 0.19 -3.76 3.79 0.0835